{
  "formula": "C15H42Mn2NO20S5",
  "method": "wB97M-V/def2-TZVPD",
  "elements": ["Mn", "Mn", "N", "O", "O", "O", "O", "H", "O", "H", "O", "S", "O", "O", "C", "C", "C", "H", "H", "H", "H", "H", "H", "H", "H", "O", "S", "O", "O", "C", "C", "C", "H", "H", "H", "H", "H", "H", "H", "H", "O", "S", "O", "O", "C", "C", "C", "H", "H", "H", "H", "H", "H", "H", "H", "O", "S", "O", "O", "C", "C", "C", "H", "H", "H", "H", "H", "H", "H", "H", "O", "S", "O", "O", "C", "C", "C", "H", "H", "H", "H", "H", "H", "H", "H"],
  "positions_angstrom": [[-14.105, 16.808, -16.403], [-16.270, 14.652, -16.527], [-17.171, 17.446, -15.666], [-17.441, 16.253, -15.914], [-15.973, 17.851, -15.595], [-18.094, 18.260, -15.774], [-15.271, 15.868, -17.845], [-15.078, 16.112, -18.771], [-14.637, 15.177, -15.392], [-14.114, 15.018, -14.583], [-17.919, 14.194, -17.797], [-18.855, 13.507, -18.764], [-20.209, 13.113, -18.348], [-18.884, 14.399, -20.094], [-17.712, 14.946, -20.610], [-17.808, 16.471, -20.401], [-18.035, 11.943, -19.380], [-17.784, 14.749, -21.680], [-16.864, 14.527, -20.068], [-18.848, 16.793, -20.350], [-17.238, 16.996, -21.167], [-17.279, 16.827, -19.517], [-17.068, 12.064, -19.869], [-18.820, 11.400, -19.905], [-17.878, 11.310, -18.506], [-23.640, 17.597, -21.501], [-22.680, 16.594, -21.090], [-21.319, 16.540, -21.645], [-22.561, 16.693, -19.424], [-21.322, 17.042, -18.853], [-21.409, 17.612, -17.446], [-23.315, 14.901, -21.098], [-20.901, 17.876, -19.416], [-20.663, 16.174, -18.849], [-21.997, 18.526, -17.358], [-20.400, 17.887, -17.141], [-21.842, 16.869, -16.777], [-24.401, 14.925, -21.182], [-22.937, 14.221, -20.334], [-22.932, 14.380, -21.975], [-20.294, 20.471, -11.508], [-18.872, 20.200, -11.675], [-17.898, 20.635, -10.635], [-18.688, 18.641, -11.923], [-17.477, 18.135, -11.995], [-17.785, 16.592, -11.985], [-18.309, 20.850, -13.368], [-16.951, 18.326, -11.060], [-16.852, 18.481, -12.819], [-16.881, 16.077, -12.311], [-18.414, 16.311, -12.829], [-18.283, 16.262, -11.073], [-18.884, 20.320, -14.127], [-17.249, 20.653, -13.532], [-18.541, 21.910, -13.470], [-15.128, 20.733, -16.516], [-14.165, 20.133, -17.390], [-13.820, 18.680, -17.293], [-14.667, 20.467, -18.957], [-15.861, 19.803, -19.458], [-16.313, 20.278, -20.869], [-12.745, 21.070, -17.295], [-16.680, 19.654, -18.754], [-15.553, 18.789, -19.710], [-16.942, 19.474, -21.251], [-15.487, 20.160, -21.570], [-16.830, 21.221, -21.044], [-12.952, 22.135, -17.407], [-12.089, 20.426, -17.880], [-12.423, 20.953, -16.260], [-12.821, 16.610, -12.420], [-12.406, 17.592, -13.438], [-13.008, 17.658, -14.747], [-12.679, 19.087, -12.842], [-14.091, 19.378, -12.680], [-14.263, 20.766, -11.974], [-10.688, 17.664, -13.635], [-14.604, 18.660, -12.040], [-14.524, 19.423, -13.679], [-14.002, 21.474, -12.761], [-13.518, 20.981, -11.208], [-15.261, 20.996, -11.599], [-10.562, 18.540, -14.271], [-10.463, 16.713, -14.118], [-10.323, 17.692, -12.608]],
  "s_squared": 30.0064,
  "charge": 1,
  "total_energy_ha": -6448.8356,
  "e_homo_ev": [-11.906, -12.505],
  "spin_multiplicity": 11,
  "e_lumo_ev": [-2.99, -3.35],
  "de_lowest_kj_mol": 220.7
}


{
  "formula": "C15H43Cl2N3O4Si2",
  "method": "wB97M-V/def2-TZVPD",
  "elements": ["C", "C", "Cl", "C", "Cl", "Si", "O", "Si", "H", "H", "H", "H", "H", "H", "H", "H", "H", "H", "C", "C", "C", "O", "C", "N", "H", "H", "H", "H", "H", "H", "H", "H", "H", "H", "H", "C", "C", "C", "O", "C", "N", "H", "H", "H", "H", "H", "H", "H", "H", "H", "H", "H", "C", "C", "C", "O", "C", "N", "H", "H", "H", "H", "H", "H", "H", "H", "H", "H", "H"],
  "positions_angstrom": [[-2.451, -2.306, 3.025], [-2.465, -2.665, 1.426], [-1.520, -1.263, 0.581], [-1.673, -4.040, 1.013], [-2.491, -4.634, -0.586], [-1.843, -5.492, 2.265], [-0.200, -6.041, 2.714], [0.031, -5.810, 4.441], [-1.324, -2.298, 3.416], [-3.168, -2.950, 3.689], [-2.834, -1.181, 3.124], [-3.538, -2.645, 0.937], [-0.533, -3.868, 0.709], [-2.674, -5.215, 3.429], [-2.463, -6.644, 1.561], [0.034, -4.403, 4.852], [-0.922, -6.553, 5.283], [1.365, -6.334, 4.767], [-0.348, -2.925, -6.005], [-0.624, -3.129, -4.518], [-1.237, -4.510, -4.190], [-2.630, -4.621, -4.498], [-2.907, -4.935, -5.855], [-1.475, -2.032, -4.034], [-1.259, -2.740, -6.581], [0.304, -2.056, -6.155], [0.157, -3.796, -6.434], [0.341, -3.068, -4.000], [-1.164, -4.661, -3.106], [-0.669, -5.325, -4.654], [-2.156, -5.601, -6.286], [-2.988, -4.018, -6.441], [-3.878, -5.437, -5.895], [-1.585, -2.126, -3.023], [-2.419, -2.199, -4.395], [4.069, 0.814, -0.073], [2.972, 1.287, -1.024], [2.186, 2.510, -0.497], [1.222, 2.196, 0.513], [1.756, 2.104, 1.825], [2.078, 0.159, -1.322], [3.673, 0.280, 0.795], [4.748, 0.125, -0.588], [4.665, 1.659, 0.288], [3.464, 1.591, -1.956], [1.610, 2.924, -1.333], [2.858, 3.308, -0.160], [2.570, 2.816, 1.991], [2.094, 1.085, 2.020], [0.954, 2.327, 2.534], [1.399, 0.457, -2.024], [1.506, -0.004, -0.488], [-0.933, 7.217, 2.612], [-0.064, 6.933, 1.389], [0.832, 5.683, 1.549], [1.988, 5.891, 2.365], [1.751, 5.772, 3.761], [0.730, 8.130, 1.078], [-0.365, 7.640, 3.444], [-1.716, 7.943, 2.361], [-1.427, 6.305, 2.962], [-0.743, 6.744, 0.549], [1.217, 5.417, 0.557], [0.258, 4.816, 1.899], [1.001, 5.010, 3.988], [1.452, 6.738, 4.172], [2.691, 5.486, 4.241], [1.244, 7.964, 0.212], [1.468, 8.197, 1.786]],
  "total_energy_ha": -2561.8370,
  "e_homo_ev": -9.014,
  "e_lumo_ev": 0.38
}


{
  "formula": "C15H44NO16",
  "method": "wB97M-V/def2-TZVPD",
  "elements": ["N", "O", "O", "O", "C", "C", "C", "O", "H", "H", "H", "H", "H", "H", "H", "H", "C", "C", "O", "O", "H", "H", "H", "H", "H", "H", "C", "C", "O", "O", "H", "H", "H", "H", "H", "H", "C", "C", "O", "O", "H", "H", "H", "H", "H", "H", "C", "C", "O", "O", "H", "H", "H", "H", "H", "H", "C", "C", "O", "O", "H", "H", "H", "H", "H", "H", "C", "C", "O", "O", "H", "H", "H", "H", "H", "H"],
  "positions_angstrom": [[-6.715, 5.329, 16.429], [-6.859, 4.613, 17.438], [-6.917, 4.825, 15.282], [-6.356, 6.517, 16.551], [-6.666, 7.383, 12.780], [-7.078, 8.007, 14.108], [-7.679, 9.417, 13.940], [-7.968, 7.197, 14.828], [-7.419, 7.466, 11.997], [-6.229, 6.397, 12.917], [-5.852, 8.001, 12.376], [-6.275, 8.288, 14.813], [-8.722, 9.367, 13.609], [-7.212, 9.896, 13.068], [-7.520, 10.171, 14.711], [-7.558, 6.345, 15.058], [-4.263, 5.302, 13.405], [-3.623, 6.567, 13.965], [-2.227, 6.514, 13.690], [-3.742, 4.989, 12.076], [-5.317, 5.490, 13.209], [-3.990, 4.392, 13.937], [-3.746, 6.663, 15.043], [-4.139, 7.447, 13.566], [-2.126, 6.063, 12.843], [-3.818, 4.060, 11.868], [-8.399, 2.555, 13.126], [-8.556, 3.797, 12.274], [-9.913, 4.150, 12.045], [-8.671, 2.771, 14.512], [-7.352, 2.236, 13.009], [-8.969, 1.725, 12.704], [-8.026, 3.551, 11.349], [-8.025, 4.629, 12.743], [-10.440, 3.863, 12.814], [-7.909, 3.347, 14.742], [-7.086, 1.094, 19.359], [-8.033, 0.441, 20.336], [-7.610, 0.836, 21.634], [-7.013, 2.511, 19.549], [-7.443, 0.964, 18.329], [-6.110, 0.598, 19.349], [-7.999, -0.654, 20.291], [-9.056, 0.728, 20.068], [-8.355, 0.994, 22.216], [-7.017, 2.825, 18.633], [-8.081, 8.774, 17.734], [-8.389, 8.205, 19.099], [-8.959, 6.899, 19.103], [-9.167, 8.621, 16.846], [-7.144, 8.318, 17.387], [-7.774, 9.828, 17.828], [-9.055, 8.804, 19.747], [-7.506, 8.294, 19.744], [-9.885, 7.076, 18.907], [-8.752, 8.504, 15.978], [-2.650, 3.060, 16.237], [-3.453, 3.830, 17.288], [-4.230, 2.999, 18.093], [-1.878, 2.013, 16.809], [-1.970, 3.693, 15.653], [-3.347, 2.649, 15.499], [-4.100, 4.597, 16.837], [-2.760, 4.428, 17.889], [-4.859, 2.499, 17.568], [-1.213, 2.443, 17.355], [-10.440, 5.568, 15.338], [-11.587, 4.564, 15.256], [-11.299, 3.435, 14.439], [-10.744, 6.405, 16.421], [-10.342, 6.028, 14.351], [-9.501, 5.022, 15.477], [-12.508, 4.992, 14.856], [-11.903, 4.295, 16.268], [-10.384, 3.151, 14.651], [-10.024, 7.039, 16.580]],
  "charge": -1,
  "total_energy_ha": -1856.3313,
  "e_homo_ev": -6.793,
  "e_lumo_ev": 2.31,
  "de_lowest_kj_mol": 152.1
}